Below is 2 unconnected molecules or ions with the total composition C5H14NO2 in a non-equilibrium geometry, with properties calculated with ωB97M-V with the def2-TZVPD basis set.

ORCA input file:
```
! wB97M-V def2-TZVPD RIJCOSX def2/J DEFGRID3
* xyz -1 1
C 0.4763 2.3100 0.0921
N -0.3575 1.1996 0.6016
C -0.0202 -1.0398 -2.4747
C 0.4793 -0.5027 -1.0909
C -0.6530 0.0468 -0.2677
C -1.0927 -1.1151 0.7879
O -0.0145 -1.6073 1.4282
H 1.2183 2.6723 0.8089
H -0.2569 3.1164 -0.0530
H 0.9325 2.0557 -0.8707
H -0.0224 0.9380 1.5209
H 0.7861 -1.5306 -3.0190
H -0.8827 -1.6733 -2.2537
H -0.4314 -0.2050 -3.0802
H 1.0032 -1.3356 -0.6286
H 1.2302 0.2410 -1.3962
H -1.5300 0.3855 -0.8539
H -1.8478 -0.6388 1.4346
H -1.5369 -1.8662 0.1016
H 1.5395 -0.1399 3.2093
H 0.3306 -0.8855 2.5262
O 0.6499 -0.4255 3.4772
*
```

Summary:
* HOMO energy: -3.63 eV
* LUMO: 3.92 eV
* energy above the lowest of the compared OMol25 structures with the same formula, charge and spin: 69.9 kJ/mol
* frontier orbital gap: 7.545 eV

natural (NBO) analysis output, partial charges in e:
1. C -0.417
2. N -0.665
3. C -0.602
4. C -0.422
5. C -0.089
6. C -0.009
7. O -0.894
8. H 0.183
9. H 0.167
10. H 0.171
11. H 0.384
12. H 0.190
13. H 0.199
14. H 0.179
15. H 0.237
16. H 0.171
17. H 0.151
18. H 0.128
19. H 0.100
20. H 0.426
21. H 0.486
22. O -1.074